Formula: C9H13N2PS2
Source: the Open Molecules 2025 dataset
Level of theory: ωB97M-V with the def2-TZVPD basis set

- energy above the lowest of the compared OMol25 structures with the same formula, charge and spin (eV) = 5.715
- F_max (hartree/bohr) = 0.073
- molar mass (g mol⁻¹) = 244.33
- orbital gap (spin up / spin down) (eV) = 6.8 / 6.8
- LUMO (spin up / spin down) (eV) = -1.08 / -1.07

Structure (XYZ):
```
27
Properties=species:S:1:pos:R:3:mulliken_charge:R:1
C 0.7809 1.0663 0.2270 0.074
C -2.3252 -1.1220 -0.1781 -0.212
C 3.2898 -2.3969 -0.0361 -0.680
C -3.5815 2.3392 0.6019 -0.875
C 3.3996 -1.3407 0.7280 -0.243
C -2.2895 2.1157 0.7122 0.100
C -0.1771 -1.4289 -1.8538 -1.120
C 2.1997 -0.6925 1.3772 -0.708
C -1.4649 1.8486 -0.4792 -1.100
N 1.2221 -0.2299 0.4101 -0.004
N -0.4027 0.8090 -0.3795 0.117
P -0.4669 -0.9044 -0.1479 0.636
S 1.4966 2.5392 0.4129 -0.355
S -3.4828 -1.6289 0.7430 -0.111
H 4.1973 -2.8183 -0.4815 0.225
H 2.4851 -2.9653 -0.4024 0.290
H -4.1022 2.5416 1.5121 0.278
H -4.1475 2.4497 -0.2944 0.282
H 4.2699 -0.7719 0.8415 0.343
H -1.6980 2.3629 1.5742 0.340
H -0.0820 -0.5475 -2.5723 0.292
H -1.0710 -1.9511 -2.2474 0.402
H 0.6604 -2.0581 -2.1879 0.362
H 2.3412 0.0271 2.1583 0.519
H 1.6521 -1.4895 2.1342 0.262
H -0.7617 2.6308 -0.7622 0.540
H -1.9417 1.6159 -1.4101 0.348
```